1.
# CsH6O3

A structure of composition CsH6O3 (the ωB97M-V functional and the def2-TZVPD basis, OMol25).

Each line ends with the Löwdin charge.
Element x y z (Å)
Cs  -2.02  -0.68  1.00  1.1876
O  1.25  -1.06  -0.16  0.2511
H  0.63  -0.35  -0.31  0.0091
H  2.10  -0.69  -0.38  0.1371
O  -1.29  -0.42  -2.19  -0.0306
H  -0.78  0.11  -1.57  -0.0315
H  -2.11  0.06  -2.29  0.0663
O  0.74  0.88  2.34  0.2567
H  1.46  0.87  1.70  0.0986
H  0.01  1.28  1.86  0.0556

Properties
- Total charge: +2
- Spin multiplicity: 2
- ΔE to the lowest compared entry with this formula, charge and spin: 73.2 kJ/mol
- Gap between HOMO and LUMO (spin up / spin down): 11.23 / 3.69 eV


2.
# C21H49IN7O7Y

A structure of composition C21H49IN7O7Y (the ωB97M-V functional and the def2-TZVPD basis, OMol25).

Each line ends with the Löwdin charge.
Element x y z (Å)
Y  -0.46  -0.26  0.09  1.3469
I  -2.08  -2.21  1.76  0.1533
C  0.15  -2.45  -3.72  0.0302
C  -0.83  -2.65  -2.51  -0.4136
O  -1.01  -1.69  -1.68  -0.1640
N  -1.45  -3.82  -2.54  0.0446
C  -2.45  -4.22  -1.60  -0.0689
H  0.49  -3.46  -3.94  0.0771
H  1.06  -1.90  -3.50  0.0717
H  -0.16  -1.97  -4.65  0.0823
H  -1.33  -4.35  -3.39  0.1540
H  -2.53  -5.31  -1.49  0.1042
H  -3.41  -3.71  -1.68  0.0965
H  -2.18  -3.97  -0.57  -0.0155
C  1.03  -4.52  0.28  0.0356
C  1.73  -3.17  0.49  -0.4766
O  1.03  -2.21  0.11  -0.1539
N  3.03  -3.04  0.87  0.0322
C  3.86  -4.16  1.31  -0.0549
H  1.52  -4.97  -0.58  0.0989
H  -0.04  -4.40  0.13  0.0543
H  1.35  -4.98  1.22  0.0849
H  3.29  -2.09  1.08  0.1391
H  3.48  -4.66  2.20  0.0946
H  4.81  -3.64  1.40  0.0941
H  4.05  -4.87  0.51  0.0944
C  -3.68  2.88  -0.38  0.0310
C  -3.66  1.41  -0.11  -0.4663
O  -2.59  0.73  -0.12  -0.1626
N  -4.88  0.85  0.04  0.0636
C  -4.93  -0.63  -0.06  -0.0727
H  -3.33  3.32  0.55  0.0797
H  -4.71  3.18  -0.58  0.0892
H  -3.05  3.29  -1.17  0.0916
H  -5.76  1.34  0.07  0.1498
H  -4.21  -1.06  -0.75  0.0670
H  -5.90  -0.91  -0.47  0.0881
H  -4.83  -1.15  0.90  0.0305
C  1.74  -1.51  3.99  0.0230
C  1.34  -0.16  3.33  -0.3950
O  0.90  -0.06  2.15  -0.1439
N  1.40  0.99  4.11  0.0223
C  1.56  1.12  5.56  -0.0505
H  1.21  -1.73  4.92  0.0915
H  2.82  -1.66  4.04  0.0888
H  1.54  -2.36  3.34  0.0614
H  1.15  1.81  3.57  0.1174
H  2.21  1.94  5.85  0.0903
H  1.87  0.19  6.04  0.0862
H  0.59  1.36  6.00  0.0848
C  0.08  4.41  0.53  0.0165
C  -0.50  3.23  1.32  -0.4703
O  -0.42  2.05  0.87  -0.0880
N  -1.15  3.60  2.44  0.0256
C  -1.82  2.73  3.43  -0.0134
H  0.80  5.05  1.04  0.0994
H  -0.76  5.06  0.32  0.0905
H  0.29  4.07  -0.48  0.0588
H  -1.13  4.60  2.58  0.1400
H  -2.03  3.45  4.22  0.0986
H  -1.09  2.01  3.82  0.0687
H  -2.70  2.21  3.06  0.0927
C  0.59  2.89  -2.89  0.0352
C  -0.43  1.73  -2.99  -0.5197
O  -0.53  1.01  -2.03  -0.0364
N  -1.11  1.57  -4.12  0.0484
C  -2.17  0.59  -4.45  -0.0268
H  1.37  2.52  -2.23  0.0682
H  -0.04  3.73  -2.61  0.0865
H  1.11  3.07  -3.83  0.0881
H  -1.13  2.42  -4.67  0.1440
H  -1.98  -0.45  -4.15  0.0680
H  -2.45  0.50  -5.50  0.0921
H  -3.08  0.96  -3.99  0.0872
C  3.13  2.12  0.67  0.0243
C  2.87  1.13  -0.38  -0.4237
O  1.72  0.54  -0.42  -0.1322
N  3.83  0.87  -1.32  0.0265
C  3.70  -0.03  -2.44  -0.0417
H  3.95  2.81  0.45  0.0948
H  3.33  1.72  1.67  0.0954
H  2.31  2.81  0.83  0.0722
H  4.70  1.36  -1.17  0.1463
H  3.21  -0.93  -2.07  0.0815
H  4.68  -0.42  -2.73  0.1011
H  3.14  0.52  -3.19  0.0950

Properties
- Total charge: +2
- Gap between HOMO and LUMO: 5.08 eV


Results for energy: -6765.760, -56475.147 (in eV, following the order of the records).